Entry 1:
C4H7FOS | ωB97M-V/def2-TZVPD

Geometry as XYZ:
```
14
Properties=species:S:1:pos:R:3:nbo_charge:R:1
S 2.0841 -0.6647 0.0662 0.1239
F -1.8248 -1.2718 0.1090 -0.3485
O -0.9111 1.3747 0.5545 -0.7051
C 0.6432 -0.4612 1.2132 -0.5123
C -1.0094 -0.6540 -0.7223 0.0341
C 1.1010 0.7514 -0.7503 -0.4825
C -0.1243 0.3444 0.0321 0.1974
H 1.4795 1.7337 -0.5605 0.2312
H 0.2414 -1.3748 1.6019 0.2192
H -1.6726 0.9509 1.0144 0.4780
H 1.0896 0.6221 -1.8268 0.2162
H -0.4010 -1.3846 -1.2937 0.1718
H 0.8839 0.1517 2.0336 0.2122
H -1.5792 -0.1178 -1.4711 0.1644
```

Output
Maximum force, eV/Å: 3.551
Net charge: 0
E_HOMO, eV: -8.826
Frontier orbital gap, eV: 9.696
ΔE to the lowest compared entry with this formula, charge and spin, kcal per mole: 10.5
LUMO energy, eV: 0.870

=====

Entry 2:
C4H7FOS | ωB97M-V/def2-TZVPD

Geometry as XYZ:
```
14
Properties=species:S:1:pos:R:3:nbo_charge:R:1
S 0.0285 -2.3352 -0.5961 1.5383
F -1.3499 -1.7855 -1.4580 -0.5456
O 0.7805 -3.0002 -1.6273 -0.8922
C 0.6314 1.7780 0.1206 -0.6471
C 0.1237 0.3052 0.1400 0.1371
C 0.7764 -0.6703 -0.4855 -0.5188
C -1.0055 0.0810 1.0238 -0.6609
H -1.4527 -1.0250 0.9211 0.2206
H 1.5111 -0.4474 -1.2047 0.2307
H 0.2654 2.3383 0.8936 0.2138
H -1.5639 0.9269 0.8847 0.2251
H 1.7028 1.7494 0.1873 0.2287
H 0.2515 2.0118 -0.8480 0.2360
H -0.6994 0.0730 2.0484 0.2342
```

Output
Maximum force, eV/Å: 4.536
Net charge: 0
E_HOMO, eV: -9.950
Frontier orbital gap, eV: 10.228
ΔE to the lowest compared entry with this formula, charge and spin, kcal per mole: 36.0
LUMO energy, eV: 0.278